C5H10NOS | ωB97M-V/def2-TZVPD

Properties
Frontier orbital gap (spin up / spin down) = 8.7 / 8.7 eV
Molar mass = 132.21 g/mol
Total charge = +1
E_HOMO (spin up / spin down) = -0.483 / -0.483 Ha
Energy relative to the best compared isomer or geometry (same formula, charge and spin) = 3.735 eV

Last column: Löwdin charge in e.
Element x y z (Å)
C1 -1.000 0.362 -0.960  -0.078
C2 -1.214 1.034 1.027  -0.096
C3 1.774 -1.179 0.520  -0.362
C4 2.388 -0.017 -0.474  -0.309
C5 -0.024 0.821 0.069  -0.574
N1 -2.130 0.326 0.065  0.093
O1 0.460 -1.110 0.639  -0.166
S1 1.489 1.491 0.069  1.049
H1 -1.323 1.101 -1.697  0.148
H2 -0.787 -0.712 -1.300  0.170
H3 -1.181 0.517 2.136  0.203
H4 -1.544 2.059 1.335  0.146
H5 2.119 -2.120 0.101  0.131
H6 2.275 -1.044 1.429  0.089
H7 3.470 0.118 -0.280  0.097
H8 2.088 -0.303 -1.456  0.065
H9 -3.073 0.704 -0.238  0.224
H10 -1.990 -0.595 0.495  0.170